C6H5FN2 | ωB97M-V/def2-TZVPD

Its frontier orbital gap (spin up / spin down) is 6.175 / 6.403 eV. For the relative energy (zero: lowest compared OMol25 entry of this formula, charge and spin), the calculation gives 94.7 kcal/mol. As for the spin multiplicity: 1. The maximum force comes out at 0.04651 hartree/bohr. The calculation puts the LUMO energy (spin up / spin down) at -0.8 / -0.8 eV.

CARTESIAN COORDINATES (ANGSTROEM)
H 1.95453 2.72127 -3.96851
C 0.89247 0.80647 -1.26891
C 1.36366 1.29882 -2.57366
C -1.26310 -2.53602 2.93813
H -1.53552 -2.70815 3.93754
H 1.00819 3.37004 -2.40881
F 1.62768 0.40464 -3.52454
C 1.41827 2.59114 -3.01925
C -0.29974 -0.06800 0.76333
N 0.15575 0.29087 -0.41504
H -2.09962 -0.75661 3.23874
N -1.05355 -0.85366 1.31672
H -0.70726 -3.29049 2.41625
C -1.46175 -1.27031 2.56801


C2HBrClIO | ωB97M-V/def2-TZVPD

Its frontier orbital gap is 8.283 eV. For the relative energy (zero: lowest compared OMol25 entry of this formula, charge and spin), the calculation gives 48.4 kcal/mol. As for the spin multiplicity: 1. The maximum force comes out at 0.08739 hartree/bohr. The calculation puts the LUMO energy at -0.5 eV.

CARTESIAN COORDINATES (ANGSTROEM)
O 0.86883 0.35570 1.86828
C -0.00475 -0.09521 1.26719
I 1.32758 -1.19888 -1.61200
Br -1.80491 0.56513 -1.32787
H 0.78930 1.24535 -0.91990
Cl -1.22904 -1.25052 1.63910
C 0.05299 0.37843 -0.91479


C16H51AsF6N11O8 | ωB97M-V/def2-TZVPD

Its frontier orbital gap (spin up / spin down) is 3.341 / 8.085 eV. As for the spin multiplicity: 2. The maximum force comes out at 0.14408 hartree/bohr. As for the net charge: -2. The calculation puts the LUMO energy (spin up / spin down) at 3.8 / 3.8 eV.

CARTESIAN COORDINATES (ANGSTROEM)
N -3.73004 4.04469 3.04655
H -3.93607 5.02303 2.90336
O 6.89990 -3.16916 1.13238
H 3.86944 -1.63692 -4.52600
N 2.98339 -1.57616 -4.04504
H -0.86795 4.00266 2.68231
H -0.28193 4.53751 -1.22738
N 1.83214 2.43850 1.52794
H -0.71719 0.62744 1.53687
N 2.21363 3.92970 3.21310
C -2.90155 3.79260 1.88743
O 2.26686 3.08315 -3.06662
H 1.36459 -3.50355 2.91435
H -6.28731 -0.43511 -0.55438
H 2.21163 1.60410 1.10384
C -5.03643 -2.22007 0.85043
N -5.30227 -0.25106 -0.42819
C 2.03473 -1.23146 -4.82185
C 1.63467 2.23966 -2.05319
H -1.47057 3.68574 -2.21619
H -3.52695 -1.11690 -0.21686
H -2.48855 0.91940 1.61620
H 3.80058 -2.99739 1.14239
H 4.39277 -1.94928 -0.07885
C -4.56534 -2.22825 -1.68345
H 1.05424 -4.95376 1.30582
H -1.62476 -3.81995 -1.51204
H 4.84526 -3.78284 2.41877
H 4.04156 2.10219 -3.51473
O 2.74756 -6.22016 3.71080
C 3.70035 3.08505 -3.18966
H 0.83117 2.47466 1.65779
F 0.82554 -3.41129 -0.83035
H -4.64090 3.61124 2.99638
C 5.73815 -2.99306 0.86470
O -1.43094 1.98809 2.93287
As 1.10123 -1.66457 -0.16440
H -0.23140 2.07820 -3.08329
H 2.83262 -1.78929 -3.06936
F 0.07407 -0.94927 -1.50325
C -4.54805 -1.46125 -0.38076
O 3.51991 2.19689 2.92368
H 1.01721 -0.90185 -3.27572
H -2.51119 5.85779 1.57565
H -1.54319 -1.90622 3.44876
N 1.64599 -4.26526 3.51493
H -1.96002 -2.12331 -1.70182
C -2.32041 -3.11654 -1.96965
H -3.34266 2.97505 1.31722
H 2.85047 4.31995 3.89298
O 2.36177 -1.00593 -6.00178
F -0.30119 -1.85886 0.91185
H 0.11414 -0.63934 -4.68194
C -2.91903 5.04694 0.97211
H -1.26092 -2.73165 2.21147
C 2.56664 2.81335 2.55066
N 1.74402 -5.44778 1.85377
O -1.30249 -2.78848 3.16607
H -0.26107 4.53036 -3.07473
F 2.56378 -1.38374 -1.11283
H -0.82707 3.03811 1.34667
H 2.25089 -6.24685 1.50068
H -4.38079 -1.54412 -2.51171
H 1.90912 1.18895 -2.14697
H -5.99186 -2.73521 0.75103
H 5.90692 -2.32062 -0.97892
C 0.17977 2.50934 -2.17051
H -0.43449 0.67431 -1.59821
H 1.67644 4.55684 2.63152
H -2.13627 -3.10403 -3.04391
N 4.67284 -3.31486 1.54050
H 2.13966 2.56547 -1.14382
H 4.14633 3.75089 -3.92847
N 5.29244 -2.39681 -0.18098
H -5.58856 -2.59093 -1.78132
H 1.58659 -4.07498 4.50506
C -1.44939 3.20121 2.22655
F 2.21541 -2.33004 1.10361
N -0.50630 1.62663 -1.26951
O -3.67224 -3.35891 -1.46769
H -5.10751 0.24035 -1.28881
H 4.05215 3.29326 -2.17922
H -1.84548 -0.06919 2.83159
F 1.30921 -0.07823 0.49655
C -0.42174 3.97516 -2.15059
H -4.21130 -2.93026 0.79663
H -2.27471 5.05678 0.09298
H -3.86434 5.49471 0.66554
H -1.49389 1.83480 -1.23187
H -4.90931 -1.66359 1.77901
C 2.07053 -5.40521 3.07433
C -1.57551 0.77189 2.19302
N 0.91279 -1.09309 -4.26193


C4H10O2 | ωB97M-V/def2-TZVPD

Its frontier orbital gap is 10.702 eV. For the relative energy (zero: lowest compared OMol25 entry of this formula, charge and spin), the calculation gives 24.9 kcal/mol. As for the spin multiplicity: 1. As for the SMILES: CO[C@@H](C)CO. The maximum force comes out at 0.00729 hartree/bohr. The calculation puts the LUMO energy at 1.0 eV.

CARTESIAN COORDINATES (ANGSTROEM)
H -1.61275 1.58535 -0.96862
H -1.77110 0.15897 -2.01651
C 0.11341 -1.42198 -0.73735
H -0.96019 1.01481 2.13382
H -1.44525 -0.49464 0.40102
H 0.78927 1.25905 2.40122
H 0.10779 -0.38904 2.40669
H 0.97940 -1.09709 -1.33535
H -0.23754 1.06191 -1.95569
O 0.50960 -2.27947 0.31232
C 0.04278 0.60574 1.93979
H 1.19609 -1.81129 0.80349
H -0.55122 -2.00245 -1.38519
O 0.33365 0.55869 0.56428
C -0.59811 -0.17694 -0.22517
C -1.08724 0.70946 -1.36048


C27H25F5GaIN4OS2Se | ωB97M-V/def2-TZVPD

Its frontier orbital gap is 7.722 eV. For the relative energy (zero: lowest compared OMol25 entry of this formula, charge and spin), the calculation gives 18.3 kcal/mol. As for the spin multiplicity: 1. The maximum force comes out at 0.07608 hartree/bohr. As for the net charge: +2. The calculation puts the LUMO energy at -5.7 eV.

CARTESIAN COORDINATES (ANGSTROEM)
C -1.70038 -2.63847 -2.14438
I 0.45570 -1.17320 -5.60106
C -4.16247 1.09510 -3.21533
C -3.74361 0.77434 -0.85695
C -0.01727 -1.79580 3.45160
S -0.01613 -0.04030 2.94965
H 2.35768 5.27983 -0.73644
C -1.15044 -1.99677 4.44112
C 1.44490 0.64124 3.84131
H 5.58405 -1.43164 -2.87865
H 2.91004 -1.59438 3.85054
Se -2.69804 1.07686 0.70180
C -0.68644 4.08612 0.27892
H -1.45337 -3.00459 -4.33038
F -5.26761 -0.52283 0.44897
C 2.54099 0.14844 -1.23214
H 5.45065 0.92320 -2.89166
H -1.68977 3.97750 0.70223
C -3.42306 1.27424 -2.09837
C -5.36692 0.34304 -3.08299
H -2.86698 -2.95371 3.50198
N 0.07372 3.00478 0.00001
H 2.93242 -1.39591 2.07687
C -0.43510 -1.32493 -3.70867
C 2.82286 0.51187 3.24746
C 4.72453 -0.98185 -2.51594
F -6.18423 0.17452 -4.10852
C 3.26373 -0.95472 3.03872
H 3.50306 1.02971 3.93948
H 4.32174 -1.04664 3.05993
C -1.36927 -1.70051 -1.15188
Ga -0.40833 0.97629 -0.05818
H 3.91171 3.05292 -1.58407
H 0.92811 -2.27486 3.76605
N -0.66752 -0.57033 -1.49486
H -0.99521 -2.93275 5.00828
H 2.00793 -1.97600 -0.89699
C 2.61219 -1.24184 -1.34961
H -1.73328 -1.79568 -0.14607
C 4.65809 0.38039 -2.45709
H 2.82391 1.08083 2.28868
F -3.88590 1.83043 -4.25003
H -1.01950 -1.20770 5.16216
C 2.10288 2.25784 -0.87083
O 0.39299 -0.01037 1.45400
C -2.61163 -2.00710 3.81924
C 3.75172 -1.78650 -1.91170
F -6.81661 -0.98224 -1.80780
C -0.23367 -0.40729 -2.74344
H -0.33136 -2.27648 2.50033
C 1.27359 3.41648 -0.42692
C -4.92500 -0.03145 -0.72568
N 1.60650 1.04486 -0.72956
H -3.33729 -1.88751 4.62342
H -2.33150 -3.51819 -1.93128
C 3.56056 0.91388 -1.74360
C 1.47212 4.74899 -0.43338
N 3.29928 2.21871 -1.45832
H 3.87587 -2.85074 -1.88904
C -1.25344 -2.43381 -3.39508
C -5.69392 -0.24660 -1.87031
H 1.41365 0.21783 4.80481
F -2.33522 2.08272 -2.17856
S 0.08400 5.55278 0.06364
H -2.80897 -1.32172 3.03773
H 1.23285 1.64371 3.84982
H 0.22541 0.55600 -3.00302


C27H29N5OPtS2 | ωB97M-V/def2-TZVPD

Its frontier orbital gap is 7.447 eV. For the relative energy (zero: lowest compared OMol25 entry of this formula, charge and spin), the calculation gives 0.0 kcal/mol. As for the spin multiplicity: 1. The maximum force comes out at 0.00856 hartree/bohr. The calculation puts the LUMO energy at 0.4 eV.

CARTESIAN COORDINATES (ANGSTROEM)
H -5.05854 0.12700 -2.22277
C 1.88206 -2.44126 5.07944
C -4.27207 1.97435 -1.50018
H 5.75387 -0.25844 -1.82306
S -1.99185 2.22386 -4.92993
C 4.70525 -0.64493 0.62490
H -1.11549 1.24315 2.15739
H -0.61464 -1.09781 2.27257
C 4.02531 0.29043 -2.97623
C 2.67099 0.57124 -2.94318
H 4.61415 0.10024 1.42250
H -1.07829 4.16392 -6.79353
C -0.70394 3.07235 -4.34223
H -5.18236 2.51274 -1.31058
C -2.04412 -2.10133 -0.11406
H -2.75281 1.88809 1.99667
H -0.99923 -1.09251 4.52616
S 0.45786 2.67765 -3.12097
C -1.61251 -0.83779 0.27103
C 3.98436 -0.22374 -0.63003
H 2.51413 -0.38772 1.38327
C -3.32600 -2.53043 0.19233
C 1.22076 -1.84473 2.85850
C 1.05691 -1.70279 4.24148
H -1.60694 1.95449 0.63954
C 2.17142 -2.72159 2.34674
C -2.96832 2.32589 -1.36821
C -2.45368 0.01123 0.99976
H 3.73890 -4.10527 2.79562
H 0.14477 0.24011 4.40963
C 1.91783 0.49371 -1.76216
C -2.97575 0.32189 -2.15512
H -4.40794 0.21977 1.83751
N 0.35773 -1.11660 2.01072
C 2.99725 -3.43150 3.20439
N -0.31036 -0.39730 -0.10659
H -2.66889 -0.62782 -2.55638
H -1.36118 -2.73186 -0.67078
N -2.17162 1.28401 -1.77297
N 1.92664 -0.25461 0.57699
H 2.18412 0.88620 -3.85395
H 0.06603 -0.73931 5.88032
H -5.18765 -2.00806 1.12793
C 2.85575 -3.29160 4.57541
H 1.76292 -2.33638 6.15123
C -1.08319 4.81892 -5.92306
H 5.76770 -0.76640 0.42149
H -3.65367 -3.51672 -0.11012
H -2.54930 3.26367 -1.04739
C 2.60320 0.02648 -0.63986
C 0.64132 -0.59105 0.76888
H 2.25064 -2.85783 1.27548
H 4.33825 -1.59480 1.02095
N -4.25928 0.69589 -2.01031
C -1.96239 1.35056 1.47476
H 4.57056 0.37524 -3.90790
H 3.49386 -3.84588 5.25043
H -0.59434 5.76329 -6.14792
O -0.32171 4.25363 -4.85982
C -4.18273 -1.68673 0.88579
Pt -0.04568 0.95137 -1.73128
C -3.74212 -0.43255 1.28422
C 4.68638 -0.07160 -1.81348
C 0.01275 -0.77354 4.79381
H -2.11512 4.98108 -5.61383


Question: Which formula does entry 1 have?
Answer: C6H5FN2


Question: Look up the maximum force of the second one.
Answer: 0.08739 hartree/bohr


Question: What is the maximum force in the sixth record?
Answer: 0.00856 hartree/bohr


Question: maximum force of number 2 (C2HBrClIO)?
Answer: 0.08739 hartree/bohr